Entry 1:
{
  "formula": "C36H31IN3OPSr",
  "method": "ωB97M-V/def2-TZVPD",
  "mol_weight_da": 767.16,
  "gap_ev": 7.598,
  "charge": 2,
  "relative_energy_ev": 0.467,
  "multiplicity": 1,
  "total_energy_ev": -62565.9907,
  "e_lumo_ev": -5.6,
  "symbols": ["Sr", "I", "C", "C", "C", "C", "C", "C", "C", "C", "C", "P", "C", "C", "C", "C", "C", "C", "C", "C", "C", "C", "C", "C", "C", "H", "H", "H", "H", "H", "H", "H", "H", "H", "H", "H", "H", "H", "H", "H", "H", "N", "C", "C", "C", "C", "C", "C", "C", "N", "C", "C", "N", "C", "H", "H", "H", "H", "H", "H", "H", "C", "C", "C", "O", "C", "H", "H", "H", "H", "H", "H", "H", "H"],
  "xyz": [[-0.42770, 0.26780, -0.25380], [2.71490, 0.52160, 0.52340], [3.74520, 2.32470, -0.07700], [5.07090, 2.08290, -0.33690], [5.96570, 3.14260, -0.51340], [5.50740, 4.41760, -0.36930], [4.14370, 4.68290, -0.13120], [3.75980, 6.02800, 0.02740], [2.46630, 6.36010, 0.30260], [1.51130, 5.34890, 0.33950], [1.81700, 4.01320, 0.14260], [0.23400, 3.06040, -0.01270], [-0.51130, 3.81130, -1.50760], [-0.38450, 3.05950, -2.67750], [-0.90980, 3.50990, -3.87400], [-1.57840, 4.72390, -3.91830], [-1.70470, 5.48130, -2.76530], [-1.17120, 5.03740, -1.56580], [-0.64870, 3.67310, 1.45720], [0.05130, 3.70630, 2.66540], [-0.56990, 4.15520, 3.81620], [-1.90670, 4.52200, 3.78850], [-2.62140, 4.43620, 2.60380], [-1.99720, 4.02230, 1.43800], [3.17750, 3.61980, -0.02710], [5.45290, 1.07370, -0.37620], [7.00670, 2.94740, -0.70820], [6.18590, 5.25500, -0.41880], [4.51850, 6.78860, -0.06000], [2.17230, 7.38410, 0.46340], [0.48740, 5.63340, 0.52880], [0.16810, 2.11340, -2.65680], [-0.80190, 2.91700, -4.76930], [-1.99560, 5.07610, -4.84900], [-2.22690, 6.42490, -2.79800], [-1.28460, 5.64970, -0.68330], [1.09510, 3.41500, 2.69180], [-0.00940, 4.22720, 4.73480], [-2.38620, 4.88550, 4.68420], [-3.66660, 4.70550, 2.58490], [-2.54370, 4.01430, 0.50300], [-10.18420, -4.71600, 0.59840], [-9.29870, -4.03390, 0.35760], [-8.19320, -3.18260, 0.10500], [-8.39990, -1.83200, -0.16940], [-7.31760, -0.99550, -0.34480], [-6.02600, -1.50050, -0.23140], [-5.81370, -2.85430, 0.01320], [-6.89770, -3.69330, 0.17980], [-4.93340, -0.61360, -0.31550], [-4.95420, 0.68620, 0.10330], [-3.69220, 1.16520, -0.07040], [-2.89430, 0.17910, -0.58310], [-3.68060, -0.87550, -0.72310], [-9.40380, -1.44560, -0.23510], [-7.48420, 0.04650, -0.56380], [-4.81090, -3.24350, 0.11370], [-6.75110, -4.74130, 0.38630], [-5.82610, 1.16090, 0.50720], [-3.31950, 2.15030, 0.12610], [-3.37270, -1.81130, -1.14560], [0.32230, -3.81600, 1.83580], [-1.04450, -3.38500, 2.38180], [-1.56700, -2.48770, 1.26810], [-0.41920, -1.78100, 0.80480], [0.67190, -2.71210, 0.82290], [0.25990, -4.78480, 1.34140], [1.05970, -3.88720, 2.63250], [-0.92650, -2.81530, 3.30330], [-1.70050, -4.22820, 2.57350], [-2.30190, -1.75270, 1.60580], [-1.97880, -3.09890, 0.45110], [1.57570, -2.16520, 1.10580], [0.81820, -3.13000, -0.18180]]
}

---

Entry 2:
{
  "formula": "C36H31N5O7Sr",
  "method": "ωB97M-V/def2-TZVPD",
  "mol_weight_da": 733.29,
  "gap_ev": 2.389,
  "charge": -2,
  "multiplicity": 1,
  "total_energy_ev": -60451.9284,
  "e_lumo_ev": 3.7,
  "symbols": ["Sr", "C", "O", "C", "C", "C", "C", "C", "C", "N", "N", "C", "C", "O", "C", "C", "C", "C", "C", "C", "C", "C", "H", "H", "H", "H", "H", "H", "H", "H", "H", "H", "H", "H", "H", "O", "C", "C", "C", "C", "C", "C", "C", "O", "N", "N", "C", "C", "C", "C", "C", "C", "C", "O", "H", "H", "H", "H", "H", "H", "H", "H", "H", "H", "C", "C", "C", "N", "H", "H", "H", "H", "H", "C", "O", "C", "O", "H", "H", "H"],
  "xyz": [[0.02578, -1.26061, 0.93857], [2.72933, 0.65407, 1.16787], [1.35330, 0.97341, 0.99208], [0.95516, 2.18249, 1.65515], [1.94040, 3.13716, 1.97720], [1.66573, 4.24250, 2.78198], [0.28547, 4.34001, 3.26579], [-0.64775, 3.36893, 3.02311], [-0.33671, 2.18055, 2.25015], [-1.12539, 1.14516, 2.14298], [-2.40829, 1.28708, 2.62609], [-3.10852, 0.18126, 2.77426], [-2.70856, -1.20179, 2.78618], [-1.53915, -1.66964, 2.62560], [-3.80255, -2.16475, 3.00464], [-5.18098, -1.80255, 2.99867], [-5.53210, -0.40379, 3.00332], [-6.86027, 0.06519, 2.92239], [-7.07249, 1.41580, 2.91359], [-6.09471, 2.37488, 3.19691], [-4.81808, 1.90331, 3.32656], [-4.47254, 0.52407, 3.10289], [3.42040, 1.03211, 0.43356], [2.82992, -0.40488, 0.97512], [3.10258, 0.91887, 2.18665], [2.92196, 2.98673, 1.59072], [2.43881, 4.93097, 3.03542], [0.03838, 5.24123, 3.81702], [-1.66072, 3.42108, 3.37502], [-3.56699, -3.27465, 3.11000], [-5.89988, -2.56861, 2.97067], [-7.68162, -0.59147, 2.81559], [-8.07844, 1.75214, 2.72424], [-6.34349, 3.41573, 3.18465], [-4.01313, 2.65169, 3.32222], [5.44698, 0.72548, -3.82052], [4.40042, 0.69357, -4.72929], [4.71474, 1.08116, -6.05310], [3.76570, 0.82542, -7.02536], [2.53982, 0.32728, -6.70130], [2.18959, 0.05258, -5.38340], [3.15808, 0.20254, -4.37953], [2.91521, -0.36404, -3.05270], [3.15262, 0.41980, -1.90899], [2.64160, -1.65355, -2.91775], [2.37693, -2.11579, -1.54950], [2.77237, -3.35633, -1.55039], [2.99434, -4.22641, -0.44277], [3.57251, -5.46730, -0.69841], [4.04285, -6.29869, 0.29631], [3.90570, -5.79322, 1.58650], [3.17624, -4.66907, 1.85606], [2.63840, -3.80487, 0.90278], [1.87686, -2.83231, 1.16296], [5.24703, 0.51782, -2.90094], [5.75993, 1.42112, -6.33011], [4.04517, 0.87516, -8.08944], [1.92087, 0.13852, -7.50525], [1.25671, -0.44413, -5.11401], [3.19249, -3.68566, -2.58406], [3.78354, -5.68981, -1.76898], [4.52268, -7.22664, -0.03800], [4.29742, -6.40914, 2.45724], [2.96205, -4.41552, 2.85985], [-4.64436, 1.24472, 0.01780], [-4.56474, -0.31981, -0.16960], [-3.22645, -0.86342, -0.44464], [-2.21639, -1.32138, -0.75837], [-5.62939, 1.61113, 0.41802], [-4.48857, 1.70962, -1.01222], [-3.87811, 1.56248, 0.74186], [-5.16100, -0.73099, -0.93706], [-4.82940, -0.83823, 0.71075], [0.48476, 2.81931, -2.08002], [1.36633, 1.63294, -2.28174], [2.61907, 1.71134, -1.94815], [3.33176, 2.63851, -1.77186], [-0.36204, 2.75896, -2.82307], [1.05049, 3.76003, -2.22101], [0.12431, 2.81311, -1.03545]]
}